The following is a DFT calculation (ωB97M-V/def2-TZVPD) of 2 unconnected molecules or ions with the total composition C3H9NO2S at a distorted geometry.

energy above the lowest of the compared OMol25 structures with the same formula, charge and spin	654.2	kJ/mol
LUMO	-3.9	eV
E_tot	-19671.6330	eV
E_HOMO	-8.9	eV
frontier orbital gap	5.036	eV

Cartesian coordinates (Å):
1 O 2.1072 0.4503 1.4712
2 C 2.0887 1.1080 -0.0174
3 N 1.8375 0.1836 -1.0076
4 C 0.4555 -0.0042 -1.1361
5 C -0.1866 -0.9640 -0.0007
6 S -1.8697 -1.2265 -0.4018
7 H 3.0568 1.6055 0.0417
8 H 1.2995 1.8168 0.2192
9 H -0.0905 0.9426 -1.1181
10 H 0.2144 -0.5518 -2.0467
11 H 0.2635 -1.9474 0.1291
12 H -0.0901 -0.4471 0.9529
13 H -2.7315 1.6119 1.5836
14 H -2.1944 0.5005 0.4613
15 H 2.2778 -0.4905 1.3891
16 O -2.0224 1.3268 0.9905